The following is a DFT calculation (ωB97M-V with the def2-TZVPD basis set) of a structure of composition C24H24FN3O3S.

```
56
C24H24FN3O3S (ωB97M-V with the def2-TZVPD basis set)
C -5.686 -0.621 -1.160
H -6.091 -1.582 -1.385
H -5.982 -0.033 -0.394
H -5.844 -0.021 -2.138
C -4.222 -1.028 -1.202
C -3.571 0.391 -0.754
O -4.154 1.426 -0.507
N -2.193 0.361 -0.820
C -1.412 1.403 -0.412
C 0.025 1.212 -0.040
C 0.492 2.728 0.338
C -0.481 3.619 0.217
S -1.952 2.786 -0.219
C -0.097 5.049 0.647
C 1.259 5.116 1.101
C 2.216 4.281 0.567
C 2.034 2.657 0.654
H 2.205 2.476 1.712
H 2.742 2.358 -0.143
H 2.197 4.631 -0.496
H 3.252 4.522 0.699
H 1.135 4.884 2.420
H 1.541 6.302 1.282
H -0.242 5.582 -0.149
H -0.891 5.522 1.035
C 0.693 -0.046 -0.124
O 0.107 -1.173 -0.758
N 1.782 -0.096 0.557
H 2.052 0.462 1.238
C 2.533 -1.530 0.603
C 3.832 -1.169 -0.202
C 4.996 -1.635 0.328
N 6.238 -1.379 -0.087
C 6.224 -1.011 -1.337
C 5.076 -0.581 -2.015
C 3.918 -0.515 -1.386
H 2.988 -0.443 -2.105
H 5.185 -0.064 -2.739
H 7.217 -0.700 -1.716
H 4.931 -1.926 1.537
H 2.728 -1.962 1.702
H 1.749 -2.127 0.201
H -1.752 -0.578 -0.809
H -3.862 -1.474 -1.909
O -4.182 -1.597 0.040
C -2.741 -2.389 0.297
C -2.147 -3.149 -0.640
C -0.930 -3.864 -0.346
C -0.543 -3.583 0.801
C -1.357 -2.925 1.962
C -2.365 -2.268 1.560
H -2.903 -1.726 2.315
H -0.631 -2.921 2.812
F 0.652 -4.401 1.292
H -0.413 -4.333 -1.030
H -2.570 -2.981 -1.481
```

Output
HOMO-LUMO gap in eV: 8.491
E_tot in a.u.: -1816.44193
Highest occupied orbital energy in eV: -8.0
F_max in eV/A: 15.5

***

The following is a DFT calculation (ωB97M-V with the def2-TZVPD basis set) of a structure of composition C24H24IN6O5SV.

```
62
C24H24IN6O5SV (ωB97M-V with the def2-TZVPD basis set)
V 0.852 1.302 0.334
N 2.007 2.752 -1.576
C 0.856 3.334 -2.254
C -0.259 3.590 -1.253
O -1.249 4.228 -1.610
N -0.003 3.152 0.003
C -0.864 3.820 0.963
C -0.981 3.131 2.280
O -1.549 3.551 3.242
O -0.377 1.906 2.216
H 2.456 3.444 -0.988
H 2.696 2.416 -2.235
H 0.494 2.668 -3.040
H 1.054 4.298 -2.733
H -1.876 3.949 0.563
H -0.496 4.831 1.169
C 3.484 -0.357 -2.817
C 2.745 -1.387 -2.015
N 2.838 -2.651 -2.359
C 2.182 -3.591 -1.655
C 1.410 -3.324 -0.549
C 0.763 -4.470 0.200
O 1.430 -5.704 0.031
C 1.283 -1.971 -0.150
C 0.611 -1.579 1.046
N 0.576 -0.371 1.533
C 0.247 -0.215 2.888
C 0.478 -1.186 3.861
C 0.172 -0.931 5.185
C -0.349 0.297 5.556
C -0.562 1.292 4.610
C -0.258 1.024 3.289
I 2.910 2.193 1.812
C 1.953 -0.979 -0.913
O 1.826 0.266 -0.587
H 4.195 -0.854 -3.471
H 4.008 0.335 -2.156
H 2.787 0.214 -3.437
H 2.297 -4.607 -2.009
H -0.248 -4.634 -0.181
H 0.681 -4.231 1.266
H 2.351 -5.599 0.291
H 0.140 -2.362 1.635
H 0.936 -2.126 3.584
H 0.366 -1.686 5.935
H -0.576 0.499 6.594
H -0.943 2.254 4.902
N -5.214 -1.151 -2.313
C -3.962 -1.258 -2.792
S -3.635 -2.204 -4.106
C -2.894 -0.550 -2.054
C -3.033 -0.169 -0.719
C -1.968 0.400 -0.053
N -0.783 0.634 -0.623
C -0.666 0.325 -1.923
C -1.670 -0.266 -2.656
H -5.942 -1.614 -2.829
H -5.475 -0.431 -1.660
H -3.951 -0.344 -0.175
H -2.069 0.666 0.991
H 0.284 0.542 -2.389
H -1.518 -0.510 -3.697
```

Output
HOMO-LUMO gap (spin up / spin down) in eV: 6.463 / 6.480
E_tot in a.u.: -3273.71390
Highest occupied orbital energy (spin up / spin down) in eV: -7.8 / -7.9
⟨S²⟩: 2.01
2S+1: 3
Energy relative to the best compared isomer or geometry (same formula, charge and spin) in kcal/mol: 14.9
F_max in eV/A: 5.5

***

The following is a DFT calculation (ωB97M-V with the def2-TZVPD basis set) of a structure of composition C24H24N3O2PtSSbSe.

```
57
C24H24N3O2PtSSbSe (ωB97M-V with the def2-TZVPD basis set)
Pt -0.977 0.472 1.916
S -2.076 2.469 0.624
C -2.135 3.608 1.890
N -1.369 3.584 2.971
C -1.633 4.721 3.840
C -2.846 5.389 3.164
N -2.980 4.627 1.930
H -0.561 2.981 3.077
H -0.767 5.385 3.886
H -1.853 4.373 4.850
H -2.682 6.446 2.947
H -3.754 5.290 3.766
H -3.664 4.844 1.224
C 3.113 1.113 2.520
C 1.691 0.764 2.227
O 0.786 1.651 2.293
O 1.364 -0.393 1.880
H 3.185 2.093 2.985
H 3.673 1.110 1.586
H 3.548 0.351 3.165
C -0.516 -0.178 -5.651
C 0.074 -1.274 -5.045
C 0.317 -1.269 -3.680
C -0.060 -0.164 -2.940
C -0.651 0.936 -3.525
C -0.884 0.921 -4.895
Sb 0.308 -0.334 -0.779
C 2.350 -1.040 -0.886
C 3.335 -0.144 -1.265
C 4.642 -0.590 -1.381
C 4.944 -1.915 -1.113
C 3.946 -2.802 -0.744
C 2.636 -2.365 -0.615
C -0.855 -2.083 -0.307
C -1.784 -2.547 -1.227
C -2.530 -3.676 -0.927
C -2.368 -4.312 0.294
C -1.448 -3.835 1.215
C -0.694 -2.709 0.922
H -0.681 -0.181 -6.719
H 0.359 -2.138 -5.626
H 0.786 -2.121 -3.208
H -0.942 1.795 -2.937
H -1.347 1.773 -5.365
H 3.099 0.892 -1.474
H 5.418 0.097 -1.683
H 5.965 -2.258 -1.187
H 4.179 -3.839 -0.557
H 1.858 -3.056 -0.319
H -1.920 -2.049 -2.177
H -3.234 -4.059 -1.652
H -2.952 -5.191 0.521
H -1.309 -4.342 2.159
H 0.036 -2.346 1.634
Se -4.386 -2.497 3.385
C -3.260 -1.369 2.744
N -2.493 -0.609 2.268
```

Output
Net charge: +2
HOMO-LUMO gap (spin up / spin down) in eV: 8.977 / 4.818
E_tot in a.u.: -4402.20593
Highest occupied orbital energy (spin up / spin down) in eV: -13.9 / -14.2
⟨S²⟩: 6.04
2S+1: 5
Energy relative to the best compared isomer or geometry (same formula, charge and spin) in kcal/mol: 20.4
F_max in eV/A: 2.6

***

The following is a DFT calculation (ωB97M-V with the def2-TZVPD basis set) of a structure of composition C24H24N3O2SV.

```
55
C24H24N3O2SV (ωB97M-V with the def2-TZVPD basis set)
V -0.145 0.158 -0.792
C -1.038 -2.432 -2.485
N -0.998 -0.971 -2.352
C -1.625 -0.262 -3.234
C -1.615 1.148 -3.096
C -2.153 2.196 -3.834
C -1.779 3.367 -3.166
C -1.035 2.973 -2.057
N -0.925 1.632 -2.005
C -2.366 -3.023 -2.073
C -2.985 -2.638 -0.888
C -4.191 -3.203 -0.509
C -4.793 -4.166 -1.309
C -4.181 -4.560 -2.487
C -2.973 -3.987 -2.866
H -0.242 -2.849 -1.867
H -0.831 -2.692 -3.526
H -2.152 -0.740 -4.060
H -2.743 2.112 -4.733
H -2.013 4.380 -3.449
H -0.572 3.595 -1.306
H -2.508 -1.908 -0.244
H -4.657 -2.900 0.419
H -5.735 -4.608 -1.011
H -4.642 -5.310 -3.116
H -2.498 -4.296 -3.791
O 0.197 -3.095 1.344
C 0.815 -2.125 0.974
O 0.338 -1.224 0.163
C 2.169 -1.662 1.299
C 2.809 -2.206 2.407
C 4.072 -1.789 2.770
C 4.698 -0.818 1.985
C 4.077 -0.300 0.865
C 2.793 -0.704 0.462
S 2.173 -0.044 -1.075
H 2.277 -2.953 2.984
H 4.566 -2.202 3.639
H 5.691 -0.474 2.243
H 4.585 0.429 0.244
C 0.997 2.243 3.701
C 1.276 3.138 2.484
C 2.786 3.371 2.323
C 0.517 4.465 2.575
C 0.809 2.399 1.303
N 0.475 1.737 0.432
H 1.386 2.741 4.589
H 1.496 1.280 3.590
H -0.071 2.079 3.836
H 3.139 3.934 3.188
H 3.001 3.946 1.423
H 3.318 2.422 2.263
H 0.779 4.953 3.514
H -0.562 4.310 2.560
H 0.789 5.130 1.756
```

Output
HOMO-LUMO gap (spin up / spin down) in eV: 7.325 / 7.778
E_tot in a.u.: -2585.95012
Highest occupied orbital energy (spin up / spin down) in eV: -7.4 / -7.7
⟨S²⟩: 2.03
2S+1: 3
Energy relative to the best compared isomer or geometry (same formula, charge and spin) in kcal/mol: 29.7
F_max in eV/A: 3.5

***

The following is a DFT calculation (ωB97M-V with the def2-TZVPD basis set) of a structure of composition C24H24N8O2Ta.

```
59
C24H24N8O2Ta (ωB97M-V with the def2-TZVPD basis set)
Ta -0.004 0.470 -0.108
C -0.873 0.323 2.125
C -2.047 -0.385 1.502
C -2.619 -1.485 2.142
C -3.754 -2.057 1.605
C -4.299 -1.575 0.412
C -3.738 -0.512 -0.282
C -4.319 -0.051 -1.587
C -2.609 0.089 0.299
N -1.838 1.110 -0.324
C -2.324 2.439 -0.567
O -3.464 2.757 -0.571
C -1.139 3.343 -0.664
C -1.185 4.706 -0.872
C 0.012 5.420 -0.820
C 1.205 4.752 -0.544
C 1.154 3.386 -0.357
N 0.010 2.698 -0.428
C 2.312 2.492 -0.068
O 3.462 2.771 0.012
N 1.783 1.169 0.031
C 2.509 -0.049 0.150
C 3.048 -0.446 1.397
C 2.967 0.429 2.611
C 3.755 -1.638 1.420
C 3.957 -2.373 0.256
C 3.442 -1.955 -0.967
C 2.716 -0.779 -1.043
C 2.186 -0.285 -2.362
H -0.721 0.007 3.163
H -0.913 1.421 2.141
H 0.206 -0.012 1.862
H -2.210 -1.851 3.075
H -4.238 -2.878 2.117
H -5.183 -2.051 0.007
H -4.834 -0.869 -2.086
H -3.556 0.340 -2.263
H -5.041 0.749 -1.421
H -2.136 5.188 -1.055
H 0.013 6.491 -0.979
H 2.154 5.269 -0.473
H 2.029 0.983 2.694
H 3.762 1.179 2.573
H 3.112 -0.151 3.520
H 4.196 -1.977 2.349
H 4.548 -3.279 0.300
H 3.631 -2.535 -1.862
H 1.989 -1.107 -3.048
H 2.892 0.399 -2.841
H 1.243 0.303 -2.295
N 0.616 -4.787 -0.256
N 0.099 -3.611 -0.650
N -0.657 -3.531 -1.738
C -0.875 -2.240 -1.831
N -0.257 -1.578 -0.835
N 0.375 -2.496 -0.076
H 0.067 -5.562 -0.609
H 0.857 -4.792 0.726
H -1.473 -1.787 -2.607
```

Output
Net charge: +3
HOMO-LUMO gap in eV: 6.521
E_tot in a.u.: -1573.49937
Highest occupied orbital energy in eV: -18.1
F_max in eV/A: 0.5

***

The following is a DFT calculation (ωB97M-V with the def2-TZVPD basis set) of a cluster of 5 separate species, C24H24NO15 in total.

```
64
C24H24NO15 (ωB97M-V with the def2-TZVPD basis set)
O -0.266 -0.231 0.361
H 0.443 -0.284 -0.284
H -1.139 -0.229 -0.038
H -0.132 0.398 1.074
C -3.467 -4.169 -3.005
C -4.325 -3.019 -3.371
C -5.476 -3.142 -4.493
O -6.109 -2.137 -4.667
C -5.542 -4.396 -5.032
C -4.770 -5.414 -4.721
C -3.639 -5.317 -3.697
O -2.821 -6.316 -3.397
O -5.107 -6.560 -5.283
O -4.164 -1.934 -2.868
H -2.671 -3.932 -2.315
H -6.370 -4.511 -5.716
C -0.575 -6.615 6.933
C -0.316 -5.329 6.725
C 0.285 -4.859 5.381
O 0.606 -3.607 5.274
C 0.606 -5.711 4.353
C 0.308 -7.179 4.528
C -0.301 -7.612 5.959
O -0.354 -8.808 6.161
O 0.350 -7.951 3.584
O -0.724 -4.603 7.676
H -1.068 -6.918 7.845
H 1.154 -5.399 3.477
C -4.574 6.921 3.499
C -5.033 7.174 2.143
C -4.759 5.991 1.078
O -5.471 5.841 0.097
C -3.746 4.943 1.392
C -3.344 4.834 2.701
C -3.812 5.858 3.736
O -3.619 5.616 5.074
O -2.312 3.993 2.847
O -5.559 8.160 1.713
H -4.848 7.542 4.339
H -3.362 4.342 0.580
C 3.383 -1.283 -2.858
O 2.773 -0.056 -2.642
C 3.446 1.038 -3.239
C 4.523 1.444 -2.292
N 4.093 1.738 -0.910
C 3.799 3.109 -0.670
C 4.917 4.199 -0.856
O 4.786 4.731 -2.156
C 5.938 5.426 -2.601
H 4.394 -1.384 -2.462
H 3.298 -1.569 -3.906
H 2.958 -2.086 -2.256
H 2.617 1.741 -3.320
H 3.825 0.862 -4.246
H 4.937 2.348 -2.738
H 5.291 0.670 -2.264
H 4.984 1.515 -0.489
H 3.658 3.129 0.411
H 2.903 3.455 -1.186
H 5.818 3.679 -0.530
H 4.917 5.099 -0.241
H 6.151 5.005 -3.583
H 6.868 5.263 -2.056
H 5.745 6.498 -2.553
```

Output
Net charge: -5
HOMO-LUMO gap in eV: 1.839
E_tot in a.u.: -2111.56318
Highest occupied orbital energy in eV: 3.8
Energy relative to the best compared isomer or geometry (same formula, charge and spin) in kcal/mol: 0.0
F_max in eV/A: 7.8

***

The following is a DFT calculation (ωB97M-V with the def2-TZVPD basis set) of a cluster of 4 separate species, C24H24O16S in total.

```
65
C24H24O16S (ωB97M-V with the def2-TZVPD basis set)
C -1.345 5.951 2.531
O -1.087 5.125 1.408
C -0.710 5.829 0.281
O -1.837 6.226 -0.476
C -2.431 5.328 -1.280
O -3.511 5.597 -1.789
O -1.750 4.190 -1.539
C -2.376 2.993 -1.045
C -1.685 2.345 0.147
C -0.183 2.559 0.196
S 0.683 0.945 0.226
H -0.432 6.443 2.851
H -1.667 5.304 3.331
H -2.142 6.659 2.342
H -0.031 5.220 -0.295
H -0.197 6.740 0.562
H -3.416 3.204 -0.838
H -2.373 2.294 -1.869
H -2.141 2.694 1.063
H -1.877 1.282 0.071
H 0.199 3.094 -0.660
H 0.117 3.104 1.074
H 1.859 1.303 -0.292
C -7.564 7.038 0.301
C -6.268 6.818 0.576
C -5.821 6.298 1.916
O -4.631 6.101 2.084
C -6.826 6.058 2.937
C -8.117 6.284 2.659
C -8.569 6.779 1.311
O -9.764 6.939 1.146
O -9.092 6.091 3.534
O -5.304 7.029 -0.296
H -7.897 7.406 -0.659
H -6.493 5.700 3.900
H -9.918 6.327 3.070
H -4.463 6.794 0.135
C 3.038 -4.274 0.404
C 2.675 -3.006 0.641
C 3.683 -1.890 0.702
O 3.263 -0.768 0.907
C 5.087 -2.214 0.520
C 5.448 -3.482 0.286
C 4.438 -4.595 0.202
O 4.853 -5.714 -0.031
O 6.706 -3.858 0.109
O 1.419 -2.637 0.836
H 2.323 -5.083 0.356
H 5.804 -1.408 0.581
H 6.681 -4.821 -0.045
H 1.427 -1.670 0.978
C 5.048 -9.031 -1.470
C 4.755 -8.709 -2.737
C 4.837 -9.713 -3.853
O 4.538 -9.342 -4.972
C 5.271 -11.064 -3.538
C 5.566 -11.385 -2.272
C 5.461 -10.387 -1.152
O 5.733 -10.769 -0.030
O 5.969 -12.593 -1.905
O 4.372 -7.496 -3.110
H 4.990 -8.315 -0.661
H 5.341 -11.774 -4.349
H 6.108 -12.548 -0.940
H 4.224 -7.546 -4.073
```

Output
HOMO-LUMO gap in eV: 7.636
E_tot in a.u.: -2530.93030
Highest occupied orbital energy in eV: -9.1
SMILES string: O=C1C=C(O)C(=O)C=C1O.O=C1C=C(O)C(=O)C=C1O.O=C1C=C(O)C(=O)C=C1O.COCOC(=O)OCCCS
F_max in eV/A: 2.6